{
  "formula": "C43H31CuNO5P2",
  "method": "wB97M-V/def2-TZVPD",
  "symbols": ["Cu", "O", "C", "C", "C", "C", "C", "C", "P", "C", "C", "C", "C", "C", "C", "C", "C", "C", "C", "C", "C", "C", "C", "C", "C", "C", "C", "P", "C", "C", "C", "C", "C", "C", "C", "C", "C", "C", "C", "C", "H", "H", "H", "H", "H", "H", "H", "H", "H", "H", "H", "H", "H", "H", "H", "H", "H", "H", "H", "H", "H", "H", "H", "H", "H", "H", "H", "H", "O", "C", "O", "C", "C", "C", "N", "C", "C", "C", "O", "O", "H", "H", "H"],
  "coordinates": [[-0.5007, -0.0760, 0.1497], [-2.1988, -2.6216, -0.9887], [-2.1535, -2.8660, -2.3431], [-3.1606, -3.5763, -2.9836], [-3.0891, -3.7582, -4.3550], [-2.0293, -3.2253, -5.0767], [-1.0580, -2.4837, -4.4253], [-1.1036, -2.2753, -3.0483], [0.0705, -1.1899, -2.1264], [1.6288, -2.1194, -2.3304], [1.6079, -3.5092, -2.4333], [2.7903, -4.2327, -2.4900], [4.0085, -3.5721, -2.4449], [4.0364, -2.1891, -2.3279], [2.8580, -1.4637, -2.2587], [0.2410, 0.2079, -3.2946], [1.0607, 0.2072, -4.4201], [1.1117, 1.3123, -5.2559], [0.3438, 2.4335, -4.9757], [-0.4669, 2.4498, -3.8509], [-0.5106, 1.3457, -3.0134], [-2.2405, -3.5947, -0.0330], [-2.4488, -4.9427, -0.2973], [-2.5653, -5.8287, 0.7635], [-2.4833, -5.3859, 2.0751], [-2.2202, -4.0466, 2.3192], [-2.0586, -3.1396, 1.2774], [-1.5411, -1.4115, 1.5764], [-3.0445, -0.7101, 2.3463], [-3.2886, -0.7108, 3.7157], [-4.4527, -0.1482, 4.2199], [-5.3879, 0.4086, 3.3599], [-5.1553, 0.4061, 1.9913], [-3.9860, -0.1429, 1.4900], [-0.3271, -1.5291, 2.9370], [0.5109, -2.6269, 3.1124], [1.5626, -2.5582, 4.0171], [1.7947, -1.3977, 4.7399], [0.9729, -0.2894, 4.5677], [-0.0777, -0.3652, 3.6681], [-3.9937, -3.9638, -2.4126], [-3.8703, -4.3106, -4.8616], [-1.9706, -3.3729, -6.1472], [-0.2496, -2.0448, -4.9955], [0.6624, -4.0371, -2.4786], [2.7558, -5.3122, -2.5683], [4.9334, -4.1335, -2.4896], [4.9824, -1.6665, -2.2668], [2.8887, -0.3943, -2.0992], [1.6818, -0.6537, -4.6353], [1.7630, 1.3013, -6.1208], [0.3938, 3.3009, -5.6216], [-1.0477, 3.3303, -3.6087], [-1.1134, 1.3798, -2.1118], [-2.5219, -5.2991, -1.3142], [-2.7324, -6.8781, 0.5549], [-2.5980, -6.0782, 2.8981], [-2.1030, -3.6975, 3.3382], [-2.5562, -1.1286, 4.3947], [-4.6220, -0.1373, 5.2888], [-6.2909, 0.8546, 3.7566], [-5.8770, 0.8478, 1.3160], [-3.7915, -0.1189, 0.4228], [0.3627, -3.5297, 2.5330], [2.2117, -3.4163, 4.1418], [2.6275, -1.3473, 5.4301], [1.1444, 0.6454, 5.0958], [-0.6999, 0.5097, 3.5324], [1.0541, 5.2468, 4.4358], [0.8266, 4.0296, 4.4266], [0.8783, 3.1814, 5.3460], [0.4222, 3.4057, 3.0916], [-0.9281, 3.2060, 2.7942], [-1.2726, 2.4346, 1.7065], [-0.3680, 1.8500, 0.9096], [0.9278, 2.1402, 1.1157], [1.3508, 2.9248, 2.1741], [1.9253, 1.4553, 0.1774], [2.9734, 2.0330, -0.0936], [1.5435, 0.3060, -0.2301], [-1.6979, 3.6014, 3.4441], [-2.3132, 2.2154, 1.4892], [2.4105, 3.0985, 2.3010]],
  "forces_ev_per_a": [[0.40, -0.24, -0.36], [-0.14, 0.10, -0.04], [0.16, -0.02, 0.01], [-0.01, 0.02, -0.07], [-0.03, -0.01, 0.02], [0.00, -0.01, -0.01], [-0.01, 0.03, 0.01], [-0.14, -0.06, 0.00], [-0.11, 0.36, 0.17], [-0.07, -0.12, 0.09], [-0.02, 0.00, -0.07], [0.04, -0.01, 0.00], [0.00, -0.03, -0.01], [0.01, 0.01, 0.00], [0.01, 0.04, 0.07], [0.02, -0.05, -0.04], [0.01, -0.03, -0.03], [0.02, -0.01, -0.01], [-0.01, 0.02, 0.00], [0.00, 0.01, 0.00], [0.00, 0.03, 0.02], [0.05, 0.01, 0.01], [-0.01, -0.03, 0.02], [-0.01, -0.03, 0.00], [0.00, 0.03, -0.03], [0.02, -0.03, 0.00], [0.01, -0.08, -0.01], [0.08, 0.11, 0.23], [0.02, -0.04, 0.03], [-0.01, -0.02, 0.01], [0.00, -0.01, 0.00], [-0.01, 0.00, 0.00], [-0.02, 0.00, 0.02], [0.00, 0.01, -0.03], [-0.04, 0.00, 0.00], [0.01, 0.02, -0.01], [-0.02, -0.02, -0.02], [0.01, 0.07, 0.06], [0.03, -0.01, 0.00], [-0.03, 0.05, 0.01], [0.01, 0.01, 0.00], [0.00, 0.00, 0.00], [0.00, 0.00, 0.00], [0.00, 0.02, -0.01], [0.01, 0.00, 0.01], [0.00, 0.00, 0.00], [0.01, 0.00, 0.00], [0.00, 0.00, 0.00], [-0.01, 0.02, -0.01], [0.01, -0.01, 0.01], [0.00, 0.00, -0.01], [0.00, 0.00, 0.00], [0.00, 0.01, 0.00], [0.01, -0.01, 0.01], [0.01, 0.00, 0.03], [0.00, 0.00, 0.00], [0.00, -0.01, 0.00], [-0.01, 0.00, 0.00], [0.00, 0.00, 0.00], [-0.01, 0.00, 0.01], [-0.01, 0.00, 0.00], [0.00, 0.00, -0.01], [0.02, -0.01, 0.00], [0.01, 0.00, 0.00], [0.01, 0.01, 0.00], [0.00, -0.01, 0.00], [-0.01, -0.04, -0.04], [-0.02, 0.09, -0.05], [-0.07, 0.07, -0.04], [0.22, -0.04, 0.04], [-0.07, -0.06, -0.05], [-0.13, 0.02, 0.03], [0.06, -0.06, -0.01], [-0.06, -0.04, 0.05], [-0.08, 0.09, -0.15], [0.02, -0.10, 0.02], [0.01, 0.01, 0.01], [-0.03, 0.02, 0.07], [-0.03, -0.05, 0.03], [-0.10, 0.01, 0.03], [0.00, 0.00, 0.01], [0.01, 0.02, -0.02], [0.01, -0.01, 0.00]],
  "lowdin_charge": [0.1334, -0.0523, -0.2667, -0.0252, -0.0775, -0.0819, -0.0655, -0.2584, 1.1442, -0.3369, -0.0924, -0.0974, -0.0995, -0.0727, -0.0864, -0.3418, -0.0992, -0.0836, -0.0908, -0.0762, -0.0868, -0.2469, -0.0137, -0.0790, -0.0867, -0.0878, -0.2493, 1.0788, -0.3384, -0.0795, -0.0765, -0.0910, -0.0881, -0.1089, -0.3479, -0.0950, -0.0883, -0.0789, -0.0428, -0.0920, 0.1211, 0.1024, 0.1007, 0.1015, 0.0974, 0.0961, 0.0955, 0.1050, 0.1029, 0.1022, 0.0994, 0.0983, 0.1034, 0.0873, 0.1041, 0.1030, 0.1002, 0.1113, 0.1044, 0.1030, 0.0988, 0.1005, 0.1018, 0.0997, 0.0976, 0.1007, 0.1007, 0.0960, -0.0267, -0.7279, -0.0453, -0.1033, -0.0134, -0.1453, 0.0321, -0.1696, 0.0609, -0.6070, 0.0245, -0.1400, 0.1189, 0.0984, 0.1341],
  "charge": -1,
  "total_energy_ev": -120043.111,
  "homo_lumo_gap_ev": 7.025,
  "relative_energy_kj_mol": 45.2,
  "homo_ev": -4.982,
  "multiplicity": 1
}